Molecular formula: C31H28Cl5GeN3O3S2V
Method: DFT, the ωB97M-V functional and the def2-TZVPD basis

The calculation puts the HOMO energy (spin up / spin down) at -11.09 / -11.09 eV. The HOMO-LUMO gap (spin up / spin down) is 7.8 / 8.3 eV. For the energy, the calculation gives -7706.3025 a.u. The spin multiplicity is 3. The charge is +1. As for the expectation value of S²: 2.02. For the energy relative to the best compared isomer or geometry (same formula, charge and spin), the calculation gives 0.000 eV.

```
74
C31H28Cl5GeN3O3S2V, DFT the ωB97M-V functional and the def2-TZVPD basis
V 3.1889 0.8047 -0.5658
Cl 5.6245 2.1821 0.0900
C 4.6142 3.2349 -0.9000
C 3.4327 2.6830 -1.3597
C 2.6306 3.5151 -2.1246
Cl 1.1223 2.9078 -2.7461
C 2.9881 4.8343 -2.4070
Cl 1.9588 5.8440 -3.3391
C 4.1953 5.3416 -1.9199
Cl 4.6542 6.9573 -2.2567
C 5.0326 4.5321 -1.1502
Cl 6.5174 5.1228 -0.5326
S 2.7431 1.6933 1.6339
C 1.2440 2.4749 1.4445
N 0.3851 2.3356 0.4685
C -0.9253 2.9619 0.6492
C -0.7190 4.0812 1.6671
S 0.7298 3.5937 2.6564
H 0.5330 1.6485 -0.2660
H -1.6231 2.2020 1.0186
H -1.2771 3.3473 -0.3062
H -1.5800 4.1913 2.3211
H -0.5010 5.0339 1.1890
O 2.4480 -1.4021 0.0491
C 1.5646 -1.0981 -0.7641
O 1.5296 0.1457 -1.1843
C 0.5878 -2.0360 -1.3773
C -0.2169 -2.8484 -0.3817
Ge -1.8336 -1.9366 0.2626
C -1.4937 -0.6832 1.7249
C -0.2553 -0.5510 2.3552
C -0.1099 0.2406 3.4908
C -1.2010 0.9190 4.0107
C -2.4453 0.7964 3.4002
C -2.5861 -0.0009 2.2714
C -3.0747 -3.2702 0.9225
C -4.3364 -3.4439 0.3578
C -5.2127 -4.3974 0.8613
C -4.8351 -5.1871 1.9365
C -3.5820 -5.0223 2.5117
C -2.7108 -4.0684 2.0081
C -2.5709 -0.9843 -1.2633
C -2.8765 -1.6852 -2.4321
C -3.3480 -1.0259 -3.5585
C -3.5205 0.3516 -3.5342
C -3.2217 1.0635 -2.3823
C -2.7501 0.3976 -1.2579
H 1.1962 -2.7056 -1.9956
H -0.0517 -1.4793 -2.0612
H 0.3904 -3.2411 0.4362
H -0.5975 -3.7272 -0.9075
H 0.6123 -1.0876 1.9837
H 0.8563 0.3141 3.9756
H -1.0873 1.5272 4.9005
H -3.3073 1.3036 3.8151
H -3.5714 -0.1133 1.8302
H -4.6475 -2.8319 -0.4813
H -6.1909 -4.5219 0.4152
H -5.5167 -5.9300 2.3298
H -3.2862 -5.6346 3.3538
H -1.7400 -3.9431 2.4777
H -2.7524 -2.7632 -2.4705
H -3.5832 -1.5852 -4.4547
H -3.8911 0.8674 -4.4102
H -3.3613 2.1372 -2.3593
H -2.5268 0.9654 -0.3600
N 5.8700 -2.0373 -1.9562
C 5.2764 -1.2784 -1.0314
N 5.4462 -1.5701 0.2650
O 4.5893 -0.2891 -1.4097
H 6.4741 -2.8038 -1.7198
H 5.8119 -1.7423 -2.9158
H 5.8821 -2.4366 0.5330
H 4.7884 -1.1904 0.9263
```

---

Molecular formula: C31H28CrN5OS3
Method: DFT, the ωB97M-V functional and the def2-TZVPD basis

The calculation puts the HOMO energy (spin up / spin down) at -7.18 / -7.27 eV. The HOMO-LUMO gap (spin up / spin down) is 7.1 / 7.1 eV. For the energy, the calculation gives -3786.2245 a.u. The spin multiplicity is 2. The charge is 0. As for the expectation value of S²: 0.76.

```
69
C31H28CrN5OS3, DFT the ωB97M-V functional and the def2-TZVPD basis
Cr 0.3325 0.1867 0.0956
C -2.3766 -2.9199 1.7864
C -1.2557 -2.3143 0.9875
N -1.2593 -1.0390 0.7362
N -2.3489 -0.3345 1.1958
C -2.6242 0.7210 0.5157
S -1.8154 1.1872 -0.9279
S -3.9738 1.7411 0.9592
C -4.8079 0.8547 2.3360
C -4.3579 1.3319 3.6852
C -4.9456 2.4571 4.2596
C -4.5011 2.9433 5.4786
C -3.4660 2.3055 6.1475
C -2.8874 1.1747 5.5898
C -3.3296 0.6924 4.3671
C -0.2118 -3.1692 0.4469
C -0.1434 -4.5321 0.7679
C 0.8091 -5.3666 0.2263
C 1.7343 -4.8506 -0.6802
C 1.6791 -3.5243 -1.0411
C 0.7174 -2.6543 -0.4955
O 0.6963 -1.4051 -0.8722
H -2.8361 -2.1481 2.3944
H -2.0144 -3.7139 2.4351
H -3.1451 -3.3264 1.1260
H -4.6150 -0.2026 2.1782
H -5.8633 1.0702 2.1752
H -5.7563 2.9563 3.7401
H -4.9600 3.8284 5.9018
H -3.1136 2.6904 7.0964
H -2.0775 0.6646 6.0970
H -2.8594 -0.1772 3.9314
H -0.8595 -4.9490 1.4629
H 0.8356 -6.4131 0.4989
H 2.5053 -5.4880 -1.0951
H 2.3825 -3.1074 -1.7520
C 0.8560 2.2455 -2.2928
C 1.0467 2.8936 -0.9525
C 1.4502 4.2418 -0.9447
C 1.6940 4.8863 0.2302
C 1.5510 4.1781 1.4393
C 1.8128 4.7633 2.6930
C 1.6439 4.0330 3.8388
C 1.2188 2.7012 3.7740
C 0.9565 2.0946 2.5601
S 0.4432 0.4402 2.4665
C 1.1168 2.8314 1.3615
N 0.8548 2.2079 0.1681
H 1.6235 2.5862 -2.9877
H -0.1117 2.5474 -2.6966
H 0.8663 1.1592 -2.2382
H 1.5621 4.7563 -1.8896
H 2.0042 5.9239 0.2481
H 2.1433 5.7940 2.7311
H 1.8412 4.4858 4.8023
H 1.0852 2.1244 4.6794
N 6.7838 -0.1608 -0.4037
C 5.4307 -0.0697 -0.3024
C 4.8003 0.1385 0.9298
C 3.4298 0.2539 0.9840
N 2.6364 0.1846 -0.0909
C 3.2356 -0.0286 -1.2669
C 4.5963 -0.1505 -1.4245
H 7.3395 -0.2203 0.4286
H 7.2089 -0.4424 -1.2670
H 5.3806 0.2024 1.8416
H 2.9376 0.3975 1.9365
H 2.5858 -0.1173 -2.1286
H 5.0152 -0.3157 -2.4092
```